# C22H30ClIrN2Sb2

C22H30ClIrN2Sb2 as an isolated structure (ωB97M-V/def2-TZVPD, the Open Molecules 2025 dataset).

Its gap between HOMO and LUMO is 7.319 eV. The energy relative to the best compared isomer or geometry (same formula, charge and spin) comes out at 0.248 eV. The net charge is +2. The value obtained for the highest occupied orbital energy is -0.51001 Ha. Its LUMO energy is -6.56 eV.

Last column: natural (NBO) charge in e.
Atoms and positions in Å:
Ir1 0.49387 0.72907 -0.30502  0.251
N1 -1.11114 -0.74099 0.08358  -0.880
C1 -2.40415 -0.07104 -0.12639  0.161
C2 -3.59313 -0.73426 -0.06296  -0.191
C3 -4.81094 -0.03692 -0.22081  -0.176
C4 -4.81055 1.31618 -0.41237  -0.161
C5 -3.59108 2.03398 -0.47968  -0.010
C6 -3.53557 3.43474 -0.65944  -0.076
C7 -2.32105 4.06509 -0.70692  -0.261
C8 -1.15604 3.29619 -0.60550  0.100
N2 -1.16289 1.98475 -0.45492  -0.487
C9 -2.37584 1.33478 -0.35872  0.099
H1 -1.04540 -1.59733 -0.46002  0.423
H2 -1.03168 -1.01440 1.06340  0.423
H3 -3.60788 -1.80219 0.12016  0.241
H4 -5.74211 -0.58315 -0.17225  0.253
H5 -5.74068 1.85992 -0.51317  0.246
H6 -4.45722 3.99594 -0.74815  0.249
H7 -2.23932 5.13584 -0.82378  0.259
H8 -0.18288 3.77118 -0.63862  0.212
C10 4.25260 -0.38351 0.67102  -0.985
Sb1 2.38845 -1.05986 -0.06845  1.281
C11 1.96732 -2.59582 1.33672  -0.978
C12 3.03785 -2.12456 -1.80738  -0.727
C13 4.14140 -1.34582 -2.45525  -0.063
C14 5.46538 -1.72304 -2.24407  -0.192
C15 6.51793 -0.97710 -2.75120  -0.180
C16 6.25493 0.17109 -3.48383  -0.189
C17 4.94074 0.54451 -3.71634  -0.194
C18 3.87626 -0.20205 -3.21581  -0.075
C19 2.47696 0.20672 -3.56302  -0.750
Sb2 1.49419 1.71360 -2.40773  1.512
C20 -0.02098 2.29047 -3.76577  -0.990
C21 2.74056 3.41985 -2.26157  -0.992
H9 4.88106 -1.26604 0.78409  0.258
H10 4.14972 0.09731 1.64135  0.252
H11 4.72289 0.29502 -0.03808  0.254
H12 2.83350 -3.25524 1.35806  0.258
H13 1.08779 -3.17369 1.05873  0.239
H14 1.81957 -2.15946 2.32298  0.254
H15 2.17797 -2.25471 -2.46555  0.239
H16 3.35674 -3.11637 -1.48883  0.261
H17 5.67543 -2.62181 -1.67599  0.222
H18 7.53709 -1.29501 -2.57936  0.240
H19 7.06536 0.75873 -3.89244  0.239
H20 4.73659 1.41529 -4.33047  0.215
H21 1.76700 -0.61980 -3.48934  0.240
H22 2.41125 0.57188 -4.58970  0.263
H23 0.43657 2.89585 -4.54716  0.259
H24 -0.80290 2.86365 -3.27345  0.245
H25 -0.45514 1.39614 -4.20979  0.255
H26 2.35849 4.16718 -2.95446  0.260
H27 3.76067 3.15874 -2.53834  0.268
H28 2.74051 3.82334 -1.25206  0.245
Cl1 0.73372 2.02545 2.21373  -0.005
C22 1.68776 2.04110 0.70972  -0.519
H29 2.66163 1.62040 0.95475  0.208
H30 1.81765 3.06773 0.37734  0.198

# C33H29Br2CsN11O3S2

C33H29Br2CsN11O3S2 as an isolated structure (ωB97M-V/def2-TZVPD, the Open Molecules 2025 dataset).

Its gap between HOMO and LUMO is 6.317 eV. The energy relative to the best compared isomer or geometry (same formula, charge and spin) comes out at 1.883 eV. The net charge is -1. The value obtained for the highest occupied orbital energy is -0.17149 Ha. Its LUMO energy is 1.65 eV.

Last column: Löwdin charge in e.
Atoms and positions in Å:
Cs1 -0.63286 0.99691 0.14274  1.146
C1 0.33346 -4.97043 1.42588  -0.030
C2 0.17164 -3.48059 1.35141  -0.268
N1 -0.26853 -2.85126 0.33280  0.123
N2 -0.66124 -3.62455 -0.71582  -0.035
C3 -1.02601 -3.10205 -1.91848  -0.916
N3 -1.65480 -4.04517 -2.70600  0.061
S1 -0.68831 -1.58868 -2.45476  0.625
C4 0.51558 -2.64815 2.53985  -0.238
C5 1.72372 -2.82679 3.20206  -0.021
C6 1.98264 -2.06297 4.32601  -0.072
C7 1.02604 -1.15886 4.74945  -0.067
C8 -0.13604 -1.03785 4.00501  -0.125
N4 -0.40505 -1.77114 2.93251  0.130
H1 0.91683 -5.35352 0.58417  0.088
H2 -0.64180 -5.46874 1.41264  0.088
H3 0.82625 -5.25813 2.35111  0.075
H4 -0.80017 -4.61509 -0.57132  0.121
H5 -2.32199 -4.63599 -2.22951  0.092
H6 -2.00584 -3.64657 -3.56232  0.075
H7 2.44858 -3.54345 2.83549  0.113
H8 2.92011 -2.15995 4.85657  0.105
H9 1.18373 -0.52881 5.61126  0.108
H10 -0.89853 -0.32141 4.29467  0.116
C9 -3.43266 3.38351 1.66460  -0.019
C10 -2.45538 3.29828 2.80969  -0.333
C11 -2.71326 3.97591 4.02135  -0.024
C12 -1.77559 3.95837 5.01372  -0.040
C13 -0.55229 3.28414 4.81515  -0.203
C14 0.53048 3.29569 5.73439  -0.653
Br1 0.37478 4.19213 7.40414  0.707
C15 1.71461 2.70214 5.40300  -0.205
C16 1.87043 2.02294 4.19118  -0.622
Br2 3.57063 1.27547 3.79966  0.737
C17 0.83567 1.85263 3.25096  -0.502
O1 0.88540 1.17446 2.19755  -0.375
C18 -0.39695 2.59012 3.59337  -0.142
N5 -1.35394 2.60557 2.63554  0.092
H11 -4.10782 4.22180 1.83483  0.076
H12 -4.01929 2.46916 1.55635  0.053
H13 -2.90793 3.53585 0.72097  0.066
H14 -3.64132 4.52011 4.14366  0.105
H15 -1.94529 4.48471 5.94370  0.071
H16 2.55624 2.75280 6.08157  0.087
O2 -1.53957 2.72101 -1.50855  -0.498
N6 -2.62908 2.71282 -2.14746  -0.071
C19 -2.64782 3.46007 -3.25280  -0.342
C20 -3.85001 3.50387 -4.00781  -0.228
N7 -4.82216 3.54526 -4.62619  0.110
C21 -1.47393 4.13352 -3.70209  -0.219
N8 -0.51856 4.67423 -4.05278  0.132
C22 -3.50393 -0.77776 2.51594  -0.009
C23 -4.16769 -1.01938 1.18043  -0.592
N9 -5.17158 -0.15258 0.84834  0.156
O3 -3.86210 -1.94017 0.44554  0.028
H17 -4.20548 -0.98120 3.32777  0.087
H18 -3.17219 0.25977 2.61663  0.063
H19 -2.63959 -1.43116 2.59194  0.048
H20 -5.29191 0.70027 1.36378  0.077
H21 -5.48385 -0.17254 -0.10871  0.109
S2 5.04900 0.42549 -5.04853  0.975
C24 3.84547 0.52239 -3.73490  -0.523
C25 2.89631 1.53135 -3.72206  -0.071
C26 1.97007 1.55444 -2.68587  -0.122
N10 1.94665 0.65338 -1.71070  0.013
C27 2.87428 -0.29964 -1.72092  -0.138
C28 3.84454 -0.40768 -2.70347  -0.073
C29 4.23640 -0.78271 -6.07389  -0.522
C30 4.80619 -2.03277 -6.26330  -0.091
C31 4.16000 -2.94052 -7.09195  -0.156
N11 3.01271 -2.68929 -7.71180  0.053
C32 2.47067 -1.48789 -7.51442  -0.140
C33 3.03989 -0.50470 -6.72196  -0.070
H22 2.86663 2.28665 -4.49550  0.108
H23 1.20289 2.32341 -2.66026  0.104
H24 2.82898 -1.01599 -0.90771  0.113
H25 4.57655 -1.20357 -2.67238  0.104
H26 5.73418 -2.29748 -5.77495  0.099
H27 4.59196 -3.92233 -7.25540  0.101
H28 1.53068 -1.29462 -8.01880  0.106
H29 2.55151 0.45346 -6.60604  0.108

# C4H9NO

A 2-piece molecular cluster, C4H9NO overall (ωB97M-V/def2-TZVPD, the Open Molecules 2025 dataset).

Its gap between HOMO and LUMO is 9.639 eV. The energy relative to the best compared isomer or geometry (same formula, charge and spin) comes out at 3.721 eV. The value obtained for the highest occupied orbital energy is -0.32042 Ha. Its LUMO energy is 0.92 eV.

Last column: natural (NBO) charge in e.
Atoms and positions in Å:
C1 0.28507 1.02855 -0.43528  0.093
C2 -0.93404 -1.14819 -0.96751  -0.641
C3 1.23372 -0.65805 1.12042  -0.621
C4 -0.43847 -0.14361 0.04763  0.278
N1 0.13124 2.13347 0.17962  -0.716
O1 -1.41905 0.22521 0.94616  -0.734
H1 0.67538 0.71659 -1.39196  0.173
H2 -1.91796 -0.99887 -1.36833  0.234
H3 -0.11233 -1.07419 -1.84994  0.195
H4 -0.96415 -2.23937 -0.69379  0.230
H5 1.50153 -1.60962 0.75594  0.198
H6 2.06430 0.02440 0.86220  0.201
H7 0.60838 -0.42314 2.05149  0.247
H8 0.63460 2.89882 -0.28144  0.357
H9 -1.34821 1.26799 1.02478  0.505

> Which formula does entry 3 have?

C4H9NO